# 1
10 unconnected molecules or ions with the total composition C30H63Cl18NO8P4S in a non-equilibrium geometry, computed with ωB97M-V with the def2-TZVPD basis set.

The geometry in XYZ format:
```
125
Properties=species:S:1:pos:R:3:mulliken_charge:R:1
O 0.57973 -0.50048 -4.11054 -0.525
H -9.65955 -1.12454 1.25053 0.325
P -2.38017 1.71859 -2.42375 0.195
C -4.56561 0.09507 3.32378 -0.386
Cl -6.15128 1.11672 -4.43635 -0.120
H 2.60930 2.72282 -1.69872 0.236
H 2.45776 5.42964 -7.13480 0.415
O 0.56167 2.25553 -4.29769 -0.211
H -1.19691 3.94359 -3.18665 -0.017
H 1.32700 2.89741 -4.11019 0.178
H 3.43018 -1.66678 9.52412 0.328
C -1.41766 -0.61896 0.40501 -0.777
H -3.42025 1.26588 -0.04697 -0.702
P 0.69587 0.94826 -3.15740 0.274
H 6.20509 -4.41761 6.29778 0.241
Cl -1.44064 2.39434 -8.01216 -0.101
H -8.38038 -1.46759 -2.99466 0.252
H 6.48527 3.54845 -5.86674 0.167
H 7.64105 -5.22068 5.64069 0.508
C -2.47896 3.15569 -4.89715 -0.752
H 8.60585 -5.25604 9.17114 0.316
H 4.86614 -2.46985 8.86703 0.227
C -3.70791 2.17101 -9.54225 -0.433
H -10.13282 1.91512 0.97041 0.306
H 2.38658 -4.33861 3.69271 0.225
H -3.61781 2.84625 -5.03383 0.132
H -10.40191 -0.35455 -0.16181 0.302
H -0.53846 -2.53609 -2.92154 0.107
C -7.74988 -1.00967 -3.76257 -0.339
H -11.21644 0.80997 1.83266 0.328
C 5.76359 -5.79926 4.70621 -0.154
Cl 3.73685 -3.79193 10.46602 -0.180
C -3.75299 1.66517 -1.10238 1.101
H -1.87423 -3.02772 -1.09192 0.105
H -5.02643 2.16588 3.80568 0.342
H -4.64896 1.63669 -9.70286 0.330
H -1.21102 0.23112 1.17793 0.390
H 0.71871 4.15777 -2.17260 0.094
H 8.82902 4.33331 -5.23747 0.289
H 2.95625 -2.24398 7.19180 0.226
C -3.07492 1.72115 -8.23581 -0.396
P -1.52775 -1.93709 -2.01444 0.236
H 4.60996 -2.32680 3.45168 0.288
H 2.18867 3.15998 -8.26702 0.311
Cl -4.09708 3.90955 -9.53854 -0.192
H 8.79424 3.24898 -3.83672 0.323
H -5.19610 -0.36286 4.09169 0.387
C 2.88123 3.31673 -7.43474 -0.324
H -3.69880 1.46197 4.74407 0.347
Cl 7.36795 5.11402 -3.57840 -0.175
H -2.97177 0.63202 -8.22802 0.324
C -2.24165 3.42217 -3.26297 -0.123
Cl 6.20970 1.94951 -4.14995 -0.172
C -0.70871 1.03331 -1.80850 0.330
H -0.27375 -0.40791 -4.66452 0.370
C -10.18005 0.97039 1.52113 -0.451
H -5.01900 3.19078 0.22770 0.264
H -2.26012 4.11370 -5.54224 0.382
S 1.72926 4.35710 0.36840 -0.401
C 8.17077 3.83300 -4.52101 -0.437
C -0.70765 -0.45093 -1.05711 0.128
H -6.87666 -1.65217 -3.91326 0.307
N 0.80695 -0.58855 -0.79570 -0.049
H 0.49878 -0.67785 2.18064 0.229
H 2.27003 -1.47865 3.28364 0.241
H -0.90415 -1.54015 3.21062 0.106
Cl 6.51176 -6.54276 7.23968 -0.194
Cl -9.21750 1.15089 3.00941 -0.172
O 0.68677 -2.79016 2.46756 -0.374
C 2.10858 -2.37458 2.51742 -0.016
H -3.68201 2.01145 -7.37256 0.188
H 5.73116 -4.99480 3.96546 0.148
Cl 3.37309 4.66541 -5.09579 -0.171
Cl -8.69787 -1.00474 -5.27100 -0.201
H -6.88308 0.35723 -2.34228 -0.511
C -4.16254 1.49595 3.75378 -0.531
H -8.21071 1.06115 -3.28066 0.355
H -3.52164 3.89742 -0.70526 0.308
O -2.87440 -1.54424 -2.74089 -0.564
C -0.19947 -1.61161 2.27916 -0.085
Cl -5.51360 0.10000 1.81535 -0.050
Cl 3.68420 -4.47135 7.11670 -0.116
H -5.06440 3.52049 -1.71987 0.282
O -1.03273 -1.89252 1.09998 -0.282
H 1.95984 -3.29030 8.21720 0.361
C -9.70936 -0.19779 0.67046 -0.596
C 1.19001 0.73069 -0.13877 -0.031
C 7.95164 -5.05685 10.02563 -0.280
H 2.93103 2.38999 -6.85468 0.219
O 2.24624 0.81603 0.70059 -0.607
C 2.41054 4.48492 -6.58408 -0.302
Cl -8.10342 0.09323 -0.04387 -0.015
H -3.04753 4.21153 -2.95487 0.570
H 4.73475 -6.04113 4.99086 0.195
C 2.98868 -3.04843 7.93255 -0.502
H 2.49026 -2.07530 1.42769 0.092
H 7.70781 2.26758 -5.92533 0.330
C 8.58462 -5.50671 11.33206 -0.459
H 7.97753 -5.21641 12.19531 0.330
C 7.17545 2.95388 -5.26015 -0.318
H -3.05369 1.97182 -10.39673 0.321
Cl 10.21890 -4.83351 11.55571 -0.194
P 1.35318 3.26004 -1.24260 0.048
O 4.11198 -3.02337 3.99959 -0.498
H 1.37414 4.32449 -6.27254 0.057
C 3.81405 -2.61334 9.13225 -0.344
C 3.08988 -3.60272 3.07635 -0.373
C -7.34682 0.39121 -3.33257 0.293
H 8.68777 -6.59584 11.33986 0.314
H -2.59142 -0.73239 0.21834 0.259
C 6.58896 -5.36416 5.90591 -0.542
Cl -2.96700 2.22146 2.64999 -0.025
H 3.66159 -4.16181 2.22079 0.274
H -1.56934 2.27437 0.51612 -0.003
Cl 6.45911 -7.22217 3.89036 -0.202
H -1.85445 2.22833 -5.28244 0.090
O -0.65237 2.64408 0.36250 -0.430
H -3.69239 -0.54744 3.17308 0.046
H 1.11096 -1.46866 -0.32565 0.410
H 7.01058 -5.59117 9.86502 0.167
C 0.11667 1.88484 -0.62942 -0.239
Cl 4.48717 3.60775 -8.14908 -0.204
H -4.66876 0.97319 -1.42807 -0.035
C -4.44984 3.15382 -0.79401 -1.088
Cl 7.56246 -3.31830 10.02933 -0.198
```

Summary:
Kohn-Sham gap, eV: 7.622
SMILES: CCP(CC)[C@]1(P(O)O)[C@@](COCOCCO)([PH2]=O)NC(=O)[C@@]1(O)[PH2]=S.ClCCCl.ClCCCl.ClCCCl.ClCCCl.ClCCCl.ClCCCl.ClCCCl.ClCCCl.ClCCCl
M, Da: 1359.95



# 2
3 unconnected molecules or ions with the total composition C30H64BN6O4S in a non-equilibrium geometry, computed with ωB97M-V with the def2-TZVPD basis set.

The geometry in XYZ format:
```
106
Properties=species:S:1:pos:R:3:mulliken_charge:R:1
H -1.01287 1.99798 0.14452 -0.034
C -1.82674 -2.18931 -0.12094 1.871
H -2.30408 -2.20574 2.01330 0.318
H 7.98123 -5.53186 0.58599 0.295
H 1.17856 0.14085 1.45693 0.452
H -7.05641 4.71883 2.34137 0.398
C 0.47669 -2.41504 2.06887 -1.799
H -3.78241 -2.10693 -0.97970 0.522
H 3.62082 -4.68975 2.37096 0.512
H -6.82439 5.77147 -3.93018 0.267
C -4.73573 4.74089 0.39026 -1.031
H 7.31760 -4.16765 -0.31377 0.365
C 5.49744 -7.54352 1.78799 -1.356
H 7.25562 -5.74272 2.47292 0.329
H -2.96510 6.54651 -0.78113 0.450
H 1.91242 7.15380 -1.37653 0.251
S -7.55629 6.31937 0.60355 -0.181
H -0.12074 -4.52773 0.22607 0.291
H -1.93817 -3.81007 1.37282 0.322
C -6.01680 3.91870 0.58887 -0.680
H -0.98879 4.60821 -0.91949 0.343
C -2.83950 3.48844 -0.75207 -2.056
C 0.79834 3.12787 0.04117 -0.287
H -5.40867 3.40841 -2.11153 0.481
H 1.47919 -2.66044 2.41997 0.457
H -4.94034 5.80693 0.51035 0.063
H 6.42290 -4.25264 2.02106 0.331
H 1.78444 -0.17818 -0.17280 0.402
C -7.17898 4.67017 1.25893 -0.963
C -2.96037 -1.41704 -0.78614 -2.058
H 0.75826 5.01848 1.12315 0.300
H 2.39891 4.33019 0.89056 0.538
N -0.73532 -1.21980 0.22537 0.648
H -2.74362 5.64110 -2.28690 0.487
C 6.64689 -7.99368 0.88917 -0.466
H -5.78156 3.07076 1.24005 0.428
H -1.14362 -2.79158 -2.07058 0.404
C 1.41463 4.47465 0.42666 -0.689
C 2.01257 6.56848 -0.46296 -0.764
C -3.94676 4.53075 -0.92803 2.392
H 3.05872 -6.32845 2.01443 0.379
H 6.64174 -5.84833 -2.73776 0.429
C 6.43785 -7.51686 -0.54488 -1.230
H 5.57214 -4.57115 -2.14086 0.440
H 5.99496 -5.09796 3.49921 0.485
H -4.03581 4.47540 1.18836 0.660
H 1.39361 7.02998 0.31920 0.308
H -0.72471 3.05217 1.56437 0.334
H 5.71174 -7.79788 2.82903 0.336
N 5.09560 -5.61456 0.28158 0.546
H 1.34593 -2.30113 -1.26359 0.327
N -4.82767 4.23609 -2.08717 -0.314
H 2.51473 -0.99508 1.20950 0.480
C 3.88301 -5.74830 2.42288 -2.095
C 5.20117 -6.04121 1.71690 2.011
H -0.09288 -3.33821 2.08938 0.294
H 1.98949 -3.26935 0.04953 0.404
H -6.22208 9.00092 -3.05216 0.241
H 4.59249 -8.09201 1.50898 0.404
H 4.94271 -6.19891 -2.40848 0.365
H -8.09981 4.10652 1.09072 0.449
H -3.46795 -3.04759 1.00270 0.494
H -2.65277 -0.97743 -1.73152 0.368
C -1.55858 4.07336 -0.15303 -0.020
C 6.29040 -5.24088 2.46043 -1.857
H 3.05708 6.57392 -0.12867 0.305
H -2.64120 3.02172 -1.72143 0.402
H 3.98881 -6.01721 3.47459 0.499
C -0.66282 2.98063 0.47380 -0.574
H 6.70704 -9.08306 0.90473 0.386
H -3.32305 -0.61950 -0.13393 0.451
C 0.58111 -1.77696 0.67955 1.742
N -4.64841 6.43266 -2.15271 0.085
H -7.08359 8.58373 -1.77071 0.226
O 1.57674 5.25718 -0.74816 -0.333
C -5.41586 5.36666 -2.45908 -0.359
H 0.03179 -1.72335 2.78632 0.359
C 1.57522 -0.63075 0.79363 -1.977
H -1.82640 4.80730 0.61792 0.461
C -2.40484 -2.85462 1.14362 -1.809
H 0.41036 -4.52856 -1.43424 0.419
H 7.60325 -7.63290 1.27697 0.301
C -1.28617 -3.25104 -1.08744 -1.292
H -6.69047 7.02430 1.34122 0.151
H -6.38914 3.47776 -0.33817 0.377
H 8.22060 -5.43686 -1.14217 0.443
C 0.03301 -3.88150 -0.64166 -0.505
N -6.45455 8.19436 -2.47187 -0.489
H -3.22247 2.71227 -0.07860 0.380
H -7.42079 5.07440 -2.46379 0.205
H -4.53787 8.22192 0.01687 0.341
H 0.84216 3.01769 -1.04599 0.348
B -5.24848 7.74317 -1.79755 0.398
N -6.64209 5.39207 -3.01769 -0.257
C -3.44706 5.87066 -1.47897 -1.461
C 5.80680 -5.63410 -2.06962 -1.935
H 1.36432 2.32349 0.51361 -0.006
C 1.07499 -2.80988 -0.33293 -1.282
O -4.53925 8.51400 -0.90185 -0.574
H 5.57102 -8.03233 -0.96939 0.378
H 7.29715 -7.77956 -1.16620 0.396
O 3.94962 -5.89494 -0.22633 -0.597
H -2.05271 -4.02078 -1.20717 0.335
O -0.60154 -0.29099 -0.65059 -0.643
C 6.21032 -6.00731 -0.64776 1.577
C 7.50407 -5.24196 -0.34407 -1.657
```

Summary:
Total charge: +1
Kohn-Sham gap (spin up / spin down), eV: 6.676 / 7.747
<S²>: 2.008
2S+1: 3
M, Da: 615.76



Which value of M does entry 2 give?
615.76 Da